1.
Molecular formula: C5H15FNOPSi
Method: DFT, wB97M-V/def2-TZVPD

Computed properties:
ΔE to the lowest compared entry with this formula, charge and spin: 172.4 kJ/mol
frontier orbital gap (spin up / spin down): 9.46 / 5.71 eV
molar mass: 183.24 g mol⁻¹
DFT total energy: -1060.1045 hartree
2S+1: 1
LUMO energy (spin up / spin down): 0.2 / -1.2 eV

Cartesian coordinates (Å):
1 C -0.194 -1.658 -1.549
2 C -2.302 1.218 -1.472
3 C 0.170 -0.142 2.056
4 C 1.371 1.869 -0.045
5 C 2.754 -1.150 0.658
6 N 0.083 -0.451 -0.872
7 O -2.792 0.876 -0.188
8 F -3.389 0.243 2.028
9 Si 1.129 -0.073 0.394
10 P -2.818 -0.458 0.691
11 H 0.717 -2.027 -2.078
12 H -0.275 -2.583 -0.970
13 H -1.023 -1.632 -2.140
14 H -2.818 0.420 -2.033
15 H -1.138 1.126 -1.652
16 H -2.607 2.190 -1.614
17 H -0.809 0.320 1.981
18 H 0.081 -1.262 2.294
19 H 0.539 0.501 2.712
20 H 2.123 1.911 -0.850
21 H 0.328 2.222 -0.504
22 H 1.573 2.352 0.945
23 H 3.215 -1.006 1.658
24 H 2.516 -2.167 0.518
25 H 3.566 -0.638 0.031

Löwdin population analysis, charges in e, atoms 1 to 5:
1 C -0.21
2 C -0.15
3 C -0.19
4 C -0.18
5 C -0.18

2.
Molecular formula: C13H25IN6O3Ru
Method: DFT, wB97M-V/def2-TZVPD

Computed properties:
ΔE to the lowest compared entry with this formula, charge and spin: 0.0 kJ/mol
frontier orbital gap (spin up / spin down): 8.09 / 4.60 eV
molar mass: 541.36 g mol⁻¹
DFT total energy: -1456.1933 hartree
expectation value of S²: 8.76
2S+1: 6
LUMO energy (spin up / spin down): -8.9 / -12.4 eV
total charge: +3

Cartesian coordinates (Å):
1 Ru 0.270 0.020 -0.466
2 N -0.722 -1.972 -0.004
3 C -0.350 -2.378 1.384
4 C -0.755 -1.262 2.325
5 N -0.141 0.017 1.880
6 C -0.878 1.235 2.302
7 C -0.519 2.390 1.389
8 N -0.784 1.976 -0.021
9 H -1.738 -1.886 -0.069
10 H -0.474 -2.698 -0.676
11 H 0.728 -2.549 1.410
12 H -0.842 -3.312 1.655
13 H -0.470 -1.504 3.350
14 H -1.839 -1.137 2.313
15 H 0.803 0.065 2.263
16 H -0.666 1.491 3.341
17 H -1.946 1.022 2.234
18 H 0.537 2.652 1.473
19 H -1.098 3.279 1.640
20 H -0.524 2.718 -0.672
21 H -1.791 1.855 -0.150
22 N 1.052 -0.034 -4.491
23 C -0.033 0.076 -3.773
24 O 0.021 -0.077 -2.497
25 C -1.331 0.407 -4.410
26 I -1.438 2.533 -4.601
27 H 1.952 -0.216 -4.072
28 H 1.022 0.113 -5.493
29 H -2.151 0.095 -3.773
30 H -1.428 -0.037 -5.398
31 O 4.578 -5.241 -2.934
32 C 5.388 -4.771 -1.887
33 N 4.670 -3.589 -1.419
34 C 5.294 -2.552 -0.841
35 O 6.468 -2.518 -0.559
36 C 4.459 -1.312 -0.518
37 C 5.172 -0.195 -0.079
38 C 4.502 0.976 0.241
39 C 3.129 1.001 0.131
40 N 2.426 -0.076 -0.275
41 C 3.087 -1.210 -0.600
42 H 4.928 -6.073 -3.269
43 H 6.382 -4.462 -2.214
44 H 5.476 -5.500 -1.078
45 H 3.710 -3.557 -1.714
46 H 6.250 -0.284 0.000
47 H 5.033 1.856 0.575
48 H 2.567 1.898 0.367
49 H 2.470 -2.045 -0.916

Löwdin population analysis, charges in e, atoms 1 to 5:
1 Ru 1.62
2 N -0.05
3 C -0.19
4 C -0.17
5 N -0.14

3.
Molecular formula: C49H58BBeF4N8O3
Method: DFT, wB97M-V/def2-TZVPD

Computed properties:
frontier orbital gap: 7.98 eV
molar mass: 902.87 g mol⁻¹
DFT total energy: -3003.1085 hartree
2S+1: 1
LUMO energy: -2.6 eV
total charge: +1

Cartesian coordinates (Å):
1 Be -24.432 -23.274 -20.854
2 B -23.875 -21.200 -20.336
3 F -23.296 -19.963 -20.168
4 F -23.210 -22.202 -19.619
5 F -25.157 -21.255 -19.831
6 F -23.981 -21.525 -21.681
7 N -20.363 -21.858 -19.637
8 C -20.995 -21.141 -20.608
9 C -20.290 -20.464 -21.631
10 C -18.906 -20.406 -21.528
11 C -18.269 -21.053 -20.460
12 C -19.050 -21.726 -19.543
13 H -22.060 -21.300 -20.691
14 H -20.797 -20.039 -22.485
15 H -18.265 -19.806 -22.158
16 H -17.208 -21.063 -20.261
17 H -18.614 -22.156 -18.653
18 N -25.059 -22.870 -22.304
19 C -25.435 -23.869 -23.161
20 C -26.370 -23.682 -24.173
21 C -27.054 -22.468 -24.279
22 C -26.761 -21.480 -23.373
23 C -25.758 -21.711 -22.403
24 H -24.916 -24.812 -23.084
25 H -26.568 -24.569 -24.757
26 H -27.812 -22.354 -25.040
27 H -27.316 -20.558 -23.283
28 H -25.593 -20.966 -21.639
29 N -24.787 -23.321 -19.144
30 C -25.056 -24.644 -18.785
31 C -25.067 -25.066 -17.467
32 C -24.828 -24.117 -16.500
33 C -24.542 -22.768 -16.746
34 C -24.548 -22.440 -18.115
35 H -25.181 -25.349 -19.594
36 H -25.227 -26.121 -17.299
37 H -24.920 -24.406 -15.463
38 H -24.430 -22.042 -15.954
39 H -24.283 -21.433 -18.403
40 N -23.333 -20.618 -16.539
41 C -22.577 -20.897 -17.653
42 C -21.675 -20.012 -18.184
43 C -21.586 -18.737 -17.685
44 C -22.335 -18.414 -16.607
45 C -23.210 -19.372 -16.043
46 H -22.660 -21.866 -18.124
47 H -21.125 -20.314 -19.063
48 H -20.797 -18.105 -18.064
49 H -22.352 -17.425 -16.173
50 H -23.780 -19.126 -15.159
51 N -23.346 -16.816 -19.832
52 C -24.335 -15.967 -19.403
53 C -25.338 -16.306 -18.513
54 C -25.308 -17.608 -18.048
55 C -24.324 -18.534 -18.435
56 C -23.334 -18.048 -19.307
57 H -24.215 -14.982 -19.829
58 H -26.016 -15.550 -18.147
59 H -26.023 -18.005 -17.343
60 H -24.354 -19.574 -18.144
61 H -22.585 -18.751 -19.641
62 N -26.744 -19.135 -15.796
63 C -25.619 -19.807 -16.170
64 C -25.438 -20.257 -17.476
65 C -26.314 -19.934 -18.474
66 C -27.494 -19.223 -18.048
67 C -27.651 -18.884 -16.693
68 H -24.882 -20.050 -15.418
69 H -24.517 -20.754 -17.742
70 H -26.088 -20.214 -19.492
71 H -28.294 -18.908 -18.702
72 H -28.486 -18.263 -16.405
73 N -21.239 -17.213 -23.403
74 C -21.496 -17.216 -22.096
75 C -22.139 -18.217 -21.393
76 C -22.515 -19.333 -22.171
77 C -22.231 -19.363 -23.532
78 C -21.607 -18.293 -24.141
79 H -21.149 -16.303 -21.635
80 H -22.214 -18.201 -20.316
81 H -23.095 -20.098 -21.677
82 H -22.566 -20.207 -24.115
83 H -21.408 -18.364 -25.200
84 N -26.295 -19.244 -22.903
85 C -27.510 -19.093 -22.280
86 C -27.599 -18.719 -20.943
87 C -26.421 -18.607 -20.254
88 C -25.149 -18.806 -20.847
89 C -25.158 -19.099 -22.205
90 H -28.422 -19.308 -22.816
91 H -28.560 -18.544 -20.482
92 H -26.466 -18.185 -19.261
93 H -24.201 -18.770 -20.331
94 H -24.252 -19.283 -22.764
95 C -27.422 -22.755 -18.699
96 C -26.959 -22.588 -20.133
97 O -25.973 -23.174 -20.599
98 C -27.834 -21.679 -20.995
99 H -28.458 -23.083 -18.621
100 H -27.306 -21.775 -18.236
101 H -26.686 -23.347 -18.154
102 H -27.548 -21.596 -22.043
103 H -27.774 -20.655 -20.629
104 H -28.857 -22.055 -21.017
105 C -23.075 -22.112 -23.820
106 C -22.461 -23.067 -22.834
107 O -23.128 -23.605 -21.944
108 C -20.958 -23.083 -22.764
109 H -23.435 -21.203 -23.337
110 H -23.827 -22.533 -24.488
111 H -22.246 -21.757 -24.432
112 H -20.585 -23.448 -21.807
113 H -20.523 -22.084 -22.768
114 H -20.535 -23.603 -23.623
115 C -20.850 -24.171 -20.198
116 C -22.225 -24.205 -19.534
117 O -23.260 -24.447 -20.121
118 C -22.245 -23.786 -18.051
119 H -20.623 -23.143 -20.480
120 H -20.851 -24.784 -21.099
121 H -20.188 -24.598 -19.444
122 H -22.345 -22.700 -18.044
123 H -21.287 -24.075 -17.619
124 H -23.053 -24.260 -17.494

Löwdin population analysis, charges in e, atoms 1 to 5:
1 Be 0.13
2 B -1.23
3 F -0.01
4 F 0.01
5 F 0.07

4.
Molecular formula: C3H8Cl5HfNO23
Method: DFT, wB97M-V/def2-TZVPD

Computed properties:
frontier orbital gap: 7.88 eV
molar mass: 781.84 g mol⁻¹
DFT total energy: -4252.0258 hartree
2S+1: 1
LUMO energy: 2.8 eV
total charge: -2

Cartesian coordinates (Å):
1 Hf 0.374 -0.765 0.452
2 Cl 0.222 -4.270 0.011
3 O -0.369 -4.748 1.231
4 O 1.211 -3.267 0.383
5 O 0.838 -5.142 -0.960
6 O -0.776 -3.367 -0.518
7 Cl -3.637 -0.536 -0.302
8 O -3.896 -1.084 -1.567
9 O -2.184 -0.557 -0.098
10 O -4.019 0.886 -0.172
11 O -4.189 -1.374 0.776
12 Cl 0.783 -1.356 -3.528
13 O 1.111 -2.565 -4.166
14 O 1.431 -0.254 -4.102
15 O -0.630 -1.204 -3.628
16 O 1.086 -1.469 -2.109
17 Cl 0.070 -1.888 3.707
18 O -0.853 -1.892 2.606
19 O -0.463 -0.996 4.694
20 O 0.356 -3.212 4.152
21 O 1.281 -1.297 3.141
22 Cl 3.693 0.129 -0.177
23 O 4.329 -0.181 -1.392
24 O 4.571 0.692 0.767
25 O 2.454 0.856 -0.377
26 O 3.226 -1.106 0.364
27 C -1.425 3.158 1.769
28 C -0.341 2.324 2.447
29 O 0.150 1.243 1.650
30 H -1.081 3.725 0.903
31 H -1.866 3.871 2.466
32 H -2.225 2.478 1.475
33 H -0.745 2.068 3.426
34 H 0.499 2.884 2.859
35 C 0.545 2.826 -2.795
36 N -0.436 2.274 -1.752
37 O -0.144 1.191 -1.265
38 O -1.437 2.898 -1.517
39 H 1.254 3.376 -2.177
40 H 0.088 3.603 -3.408
41 H 1.144 2.049 -3.270

Löwdin population analysis, charges in e, atoms 1 to 5:
1 Hf 2.27
2 Cl 0.69
3 O -0.30
4 O -0.46
5 O -0.28

5.
Molecular formula: C4H27N2O7
Method: DFT, wB97M-V/def2-TZVPD

Computed properties:
ΔE to the lowest compared entry with this formula, charge and spin: 58.4 kJ/mol
frontier orbital gap: 11.06 eV
molar mass: 215.27 g mol⁻¹
DFT total energy: -804.6023 hartree
2S+1: 1
LUMO energy: -2.3 eV
total charge: +1

Cartesian coordinates (Å):
1 C -3.571 -0.409 0.052
2 C -2.347 -1.025 0.753
3 C -1.001 -0.358 0.683
4 C 0.154 -1.154 1.229
5 N 0.461 -2.239 0.246
6 N -2.155 -2.443 0.177
7 H -3.738 -0.904 -0.903
8 H -4.437 -0.650 0.661
9 H -3.454 0.619 -0.253
10 H -2.574 -1.237 1.796
11 H -1.078 0.643 1.097
12 H -0.728 -0.121 -0.334
13 H 1.035 -0.549 1.460
14 H 0.049 -1.701 2.175
15 H 0.779 -1.837 -0.626
16 H 1.204 -2.833 0.594
17 H -2.767 -3.095 0.659
18 H -2.444 -2.410 -0.806
19 H -1.120 -2.671 0.131
20 H 0.532 1.863 -1.514
21 H -0.548 2.635 -2.370
22 O -0.430 1.986 -1.676
23 H -0.281 3.064 1.611
24 H -0.290 3.860 2.978
25 O 0.192 3.240 2.429
26 H 1.788 2.581 1.742
27 H 2.743 1.416 1.563
28 O 2.271 2.088 1.055
29 H 4.349 0.101 2.553
30 H 3.652 -1.196 2.710
31 O 3.605 -0.391 2.179
32 H 1.421 -0.285 -2.630
33 H 0.973 -1.142 -3.837
34 O 0.890 -1.060 -2.880
35 H -1.566 0.414 -1.956
36 H -0.776 -0.664 -2.581
37 O -1.695 -0.485 -2.298
38 H 2.331 1.325 -0.524
39 H 2.843 1.567 -1.937
40 O 2.144 1.104 -1.459

Löwdin population analysis, charges in e, atoms 1 to 5:
1 C -0.02
2 C -0.30
3 C -0.17
4 C -0.21
5 N 0.01

6.
Molecular formula: C5H9N3O2
Method: DFT, wB97M-V/def2-TZVPD

Computed properties:
ΔE to the lowest compared entry with this formula, charge and spin: 428.6 kJ/mol
frontier orbital gap: 9.01 eV
molar mass: 143.15 g mol⁻¹
SMILES string: C/C(N)=N/O.CC(=O)C#N
DFT total energy: -510.5267 hartree
2S+1: 1
LUMO energy: 0.3 eV

Cartesian coordinates (Å):
1 C -1.112 0.007 -1.525
2 C -0.804 -0.856 -0.340
3 N -1.125 -2.160 -0.465
4 N -0.681 -0.319 0.866
5 O -1.615 -0.792 1.849
6 H -1.009 1.056 -1.268
7 H -2.142 -0.146 -1.855
8 H -0.470 -0.260 -2.364
9 H -1.647 -2.506 -1.251
10 H -1.124 -2.734 0.362
11 H -1.261 -0.520 2.705
12 C 1.620 1.688 -0.379
13 C 1.960 0.505 0.482
14 O 2.834 -0.303 0.305
15 C 1.024 0.454 1.730
16 N 1.009 0.951 2.791
17 H 2.013 2.596 0.078
18 H 0.533 1.812 -0.331
19 H 1.998 1.528 -1.388

Löwdin population analysis, charges in e, atoms 1 to 5:
1 C -0.01
2 C -0.41
3 N 0.16
4 N -0.04
5 O -0.04